## a
The following is a quantum chemistry calculation of 2 unconnected molecules or ions with the total composition C3H11N4, from OMol25.

Summary:
LUMO level, eV: -2.732
Gap between HOMO and LUMO, Ha: 0.39666

ORCA input file:
```
! RIJCOSX wB97M-V def2-TZVPD def2/J DEFGRID3
* xyz 1 1
C -0.404 -3.309 0.772
N 1.232 -0.162 0.079
C 0.328 -1.031 0.324
N 0.487 -2.335 0.184
H -0.973 -3.840 0.013
H -1.145 -2.753 1.463
H 0.155 -4.036 1.362
H 2.183 -0.441 0.082
H 0.944 0.887 0.297
H -0.567 -0.669 0.723
H 1.325 -2.744 -0.219
N -1.086 3.397 -1.223
C -0.238 2.424 -0.818
N 0.256 2.281 0.333
H -1.227 4.218 -0.656
H -1.061 3.620 -2.186
H 0.122 1.772 -1.611
H -0.331 2.721 1.084
*
```



## b
The following is a quantum chemistry calculation of a gas-phase ion, C3H11N4 (charge +1), from OMol25.

Summary:
LUMO level, eV: -3.374
Gap between HOMO and LUMO, Ha: 0.32209
Structure (SMILES): CNN(N)/C=C/[NH3+]

ORCA input file:
```
! RIJCOSX wB97M-V def2-TZVPD def2/J DEFGRID3
* xyz 1 1
C -0.517 -0.012 0.337
C -1.102 -0.003 1.688
C 1.319 -0.361 -2.328
N 1.650 1.202 0.256
N 0.369 0.587 -1.667
N 0.455 0.676 -0.289
N -2.164 -1.056 1.984
H -0.977 -0.740 -0.279
H -0.715 0.410 2.555
H 1.011 -1.370 -2.047
H 1.310 -0.177 -3.391
H 2.347 -0.460 -2.114
H 1.588 1.162 1.274
H 1.715 2.166 0.103
H 0.671 1.609 -2.068
H -2.407 -1.063 1.040
H -2.884 -0.672 2.611
H -1.669 -1.899 2.334
*
```



## c
The following is a quantum chemistry calculation of 2 unconnected molecules or ions with the total composition C3H11N4, from OMol25.

Summary:
LUMO level, eV: -5.624
Gap between HOMO and LUMO, Ha: 0.25354

ORCA input file:
```
! RIJCOSX wB97M-V def2-TZVPD def2/J DEFGRID3
* xyz 1 1
C 1.141 0.821 0.435
C 2.315 -1.197 1.044
C -2.338 0.113 0.015
N 1.384 -0.462 0.259
N -1.634 -0.334 -2.142
N 0.260 1.397 -0.296
N -1.347 -0.359 -0.925
H 1.787 1.314 1.171
H 3.090 -0.688 1.545
H 2.855 -1.820 0.425
H 1.785 -1.781 1.769
H -2.919 0.955 -0.353
H -3.191 -0.684 0.148
H -1.854 0.177 0.905
H -2.544 0.163 -2.615
H -0.878 -0.358 -2.827
H 0.256 2.360 -0.140
H 1.009 -0.893 -0.617
*
```



Stability summary - winner: a; margin: 0.1349 hartree.



## a
The following is a quantum chemistry calculation of a gas-phase ion, C3H11N4 (charge +1), from OMol25.

Summary:
LUMO level, eV: -3.042
Gap between HOMO and LUMO, Ha: 0.40027
Structure (SMILES): NCCNC(N)=[NH2+]

ORCA input file:
```
! RIJCOSX wB97M-V def2-TZVPD def2/J DEFGRID3
* xyz 1 1
C 1.546 -0.259 0.033
C -0.880 1.091 0.350
C -1.730 0.224 -0.364
N 0.488 1.126 -0.151
N 2.837 0.200 0.026
N 0.990 -1.404 0.019
N -1.630 -1.118 0.012
H -0.897 1.003 1.498
H -1.221 2.176 0.268
H -2.743 0.616 -0.372
H -1.417 0.328 -1.437
H 2.892 1.213 -0.221
H 3.584 -0.343 -0.476
H -0.098 -1.546 -0.087
H 1.566 -2.291 0.087
H -1.984 -1.136 0.933
H 0.961 1.911 0.336
H -2.265 -1.792 -0.454
*
```



## b
The following is a quantum chemistry calculation of 2 unconnected molecules or ions with the total composition C3H11N4, from OMol25.

Summary:
LUMO level, eV: -2.862
Gap between HOMO and LUMO, Ha: 0.37371

ORCA input file:
```
! RIJCOSX wB97M-V def2-TZVPD def2/J DEFGRID3
* xyz 1 1
N 0.031 -1.525 0.800
C 0.759 -1.625 -0.314
N 1.649 -2.622 -0.412
N 0.554 -0.792 -1.317
H 0.399 -1.881 1.667
H -0.600 -0.738 0.864
H 1.504 -3.467 0.116
H 2.183 -2.716 -1.260
H -0.095 -0.005 -1.178
H 0.942 -1.013 -2.217
C -0.625 2.580 1.373
C -0.411 1.974 0.224
N -1.409 1.198 -0.492
H -1.570 2.469 1.887
H 0.130 3.240 1.785
H 0.511 2.045 -0.341
H -1.722 1.760 -1.281
H -2.232 1.119 0.099
*
```



Stability summary - winner: b; margin: 0.0725 hartree.



## a
The following is a quantum chemistry calculation of 2 unconnected molecules or ions with the total composition C3H10OS2, from OMol25.

Summary:
LUMO level, eV: 0.554
Gap between HOMO and LUMO, Ha: 0.35535
Structure (SMILES): CCCSS.O

ORCA input file:
```
! RIJCOSX wB97M-V def2-TZVPD def2/J DEFGRID3
* xyz 0 1
C 0.185 -2.239 0.933
C 0.802 -3.597 0.590
C -0.775 -1.694 -0.149
S -1.488 -0.192 0.520
S -1.248 1.249 -0.923
H 0.947 -1.473 1.085
H -0.388 -2.334 1.851
H 0.837 -3.829 -0.472
H 1.851 -3.579 0.892
H 0.408 -4.415 1.185
H -1.473 -2.523 -0.306
H -0.203 -1.577 -1.074
H -2.446 1.201 -1.530
H 3.685 5.071 -0.289
H 4.621 4.583 0.730
O 4.536 4.618 -0.229
*
```



## b
The following is a quantum chemistry calculation of 2 unconnected molecules or ions with the total composition C3H10OS2, from OMol25.

Summary:
LUMO level, eV: 0.539
Gap between HOMO and LUMO, Ha: 0.32933
Structure (SMILES): CSCSC.O

ORCA input file:
```
! RIJCOSX wB97M-V def2-TZVPD def2/J DEFGRID3
* xyz 0 1
S -1.351 0.826 1.845
S 0.164 -1.124 0.074
C -2.555 -0.557 2.124
C 1.831 -0.500 0.524
C -0.785 0.441 0.147
H -3.166 -0.780 1.232
H -3.224 -0.215 2.931
H -2.056 -1.485 2.449
H 1.794 0.290 1.292
H 2.357 -0.105 -0.362
H 2.405 -1.353 0.923
H -0.152 1.281 -0.198
H -1.680 0.405 -0.503
O 2.297 0.661 -4.377
H 1.357 0.951 -4.348
H 2.762 1.265 -3.755
*
```



## c
The following is a quantum chemistry calculation of 2 unconnected molecules or ions with the total composition C3H10OS2, from OMol25.

Summary:
LUMO level, eV: 0.638
Gap between HOMO and LUMO, Ha: 0.32725
Structure (SMILES): CCSSC.O

ORCA input file:
```
! RIJCOSX wB97M-V def2-TZVPD def2/J DEFGRID3
* xyz 0 1
C 2.005 -0.481 -0.403
C 1.198 -1.374 0.581
S 0.041 -0.242 1.519
S -1.863 -0.195 0.671
C -1.734 -0.242 -1.138
H 1.326 0.285 -0.754
H 2.448 -1.113 -1.224
H 2.774 0.116 0.076
H 0.662 -2.051 -0.073
H 1.800 -1.934 1.293
H -2.574 -0.870 -1.454
H -2.035 0.771 -1.431
H -0.818 -0.675 -1.548
H -0.699 2.346 0.678
H -1.481 2.608 1.971
O -1.050 3.051 1.237
*
```



Stability summary - winner: a; margin: 0.0053 hartree.



## a
The following is a quantum chemistry calculation of 3 unconnected molecules or ions with the total composition C3H10O3, from OMol25.

Summary:
LUMO level, eV: 0.618
Gap between HOMO and LUMO, Ha: 0.35577
Structure (SMILES): C=C(C)O.O.O

ORCA input file:
```
! RIJCOSX wB97M-V def2-TZVPD def2/J DEFGRID3
* xyz 0 1
C -1.192 0.888 -0.760
C -1.133 -0.293 -0.145
O -1.264 -1.496 -0.791
C -0.914 -0.329 1.342
H -1.400 1.829 -0.272
H -1.157 1.066 -1.832
H -1.288 -1.312 -1.735
H -0.455 0.630 1.595
H -1.886 -0.510 1.819
H -0.196 -1.030 1.786
H 0.703 -1.088 -0.683
H 2.025 -1.794 -0.698
O 1.651 -0.908 -0.768
H 2.701 2.042 0.304
H 1.825 0.768 0.127
O 1.980 1.539 0.711
*
```



## b
The following is a quantum chemistry calculation of 4 unconnected molecules or ions with the total composition C3H10O3, from OMol25.

Summary:
LUMO level, eV: -2.283
Gap between HOMO and LUMO, Ha: 0.26425

ORCA input file:
```
! RIJCOSX wB97M-V def2-TZVPD def2/J DEFGRID3
* xyz 0 1
O -0.824 -0.740 1.215
C -1.202 -0.943 -0.025
C -0.994 -0.107 -1.146
C 0.069 0.999 -1.095
H -1.657 -1.902 -0.447
H -1.500 -0.490 -2.082
H 0.853 -1.047 -1.350
H 0.744 0.895 -1.964
H 0.579 0.724 -0.170
H -0.309 1.950 -1.344
H 2.704 -1.776 0.675
H 1.216 -1.266 0.746
O 2.172 -0.932 0.779
H -0.924 0.856 1.740
H -0.328 1.987 2.690
O -0.599 1.792 1.778
*
```



Stability summary - winner: a; margin: 0.1746 hartree.